ORCA calculation (wB97M-V/def2-TZVPD) on C28H45CaN3O10PSbSe4 as an isolated structure in a non-equilibrium geometry.

Structure (XYZ):
```
93
Properties=species:S:1:pos:R:3:forces:R:3
Ca -0.414519 0.771050 0.237051 -0.33 -0.93 0.11
C 2.051543 -1.219668 1.565954 -0.14 0.26 -0.09
O 1.480093 0.081826 1.447705 0.14 0.09 0.43
C 1.346607 0.808302 2.660958 0.01 0.00 -0.12
C 0.001741 0.564834 3.337922 -0.02 -0.01 -0.05
O -1.113671 1.154613 2.644269 0.55 -0.07 0.14
C -1.268719 2.550332 2.900051 0.03 -0.13 -0.05
H 2.986129 -1.147124 2.129196 0.02 -0.07 0.00
H 2.262116 -1.560553 0.552154 0.00 -0.06 0.00
H 1.345900 -1.896637 2.053243 0.05 -0.07 0.03
H 1.450502 1.862335 2.392903 0.04 -0.02 -0.04
H 2.164192 0.546472 3.341746 -0.06 -0.06 0.07
H 0.052077 0.949527 4.363728 -0.15 0.03 0.02
H -0.209769 -0.504310 3.352818 -0.02 -0.01 0.04
H -0.426748 3.123287 2.507581 -0.01 0.04 0.02
H -1.385801 2.711192 3.976726 -0.01 0.05 0.02
H -2.169950 2.857595 2.374161 0.00 0.04 -0.01
Se 2.806658 -2.910048 -2.211534 0.11 -0.06 0.04
Sb 1.837911 -0.817327 -3.014627 0.14 -0.07 -0.16
Se 3.288785 0.730031 -1.656312 0.08 0.00 0.18
Se -0.467019 -0.494395 -2.175469 -0.30 -0.36 -0.64
Se 1.906602 -0.328754 -5.370601 0.02 -0.04 -0.09
O -1.046404 -1.497283 1.273715 -0.64 -0.27 -0.28
P -2.110048 -2.525143 0.925607 0.67 0.80 0.29
C -2.378014 -3.557002 2.395512 0.10 -0.11 0.49
C -1.030446 -4.151132 2.891993 -0.14 0.03 -0.04
C -1.018234 -4.399623 4.407942 0.03 0.00 -0.01
C -2.403222 -4.796203 4.899196 0.01 -0.04 0.01
C -3.378065 -3.625014 4.720101 -0.04 0.02 -0.01
C -2.992199 -2.726754 3.536366 -0.02 -0.07 -0.10
C -3.700766 -1.732390 0.483361 -0.25 0.11 0.12
C -3.763508 -0.304085 1.056092 -0.03 -0.20 -0.05
C -4.982208 0.453836 0.531012 0.05 -0.01 -0.03
C -6.271989 -0.390465 0.569232 -0.02 0.02 -0.03
C -6.092838 -1.647211 1.410699 0.02 0.02 0.02
C -4.997605 -2.532378 0.816449 0.10 0.03 -0.11
C -1.711733 -3.566913 -0.473166 -0.05 -0.26 -0.30
C -2.757602 -4.699294 -0.697042 0.13 0.09 -0.04
C -2.170933 -6.067475 -0.362908 -0.02 -0.01 -0.02
C -0.957007 -6.386585 -1.246881 0.02 -0.02 -0.04
C -0.134257 -5.131362 -1.584369 -0.06 0.02 0.00
C -0.264655 -4.082669 -0.489007 -0.06 0.00 0.00
H -3.069322 -4.364923 2.137062 0.03 -0.06 0.01
H -0.221172 -3.469529 2.627349 0.03 0.01 -0.03
H -0.834960 -5.090630 2.375307 -0.01 -0.03 -0.03
H -0.691562 -3.498146 4.935975 -0.02 0.00 0.00
H -0.285823 -5.175132 4.641539 0.02 0.01 0.00
H -2.377255 -5.110827 5.945138 0.00 -0.01 -0.01
H -2.744048 -5.663268 4.323872 0.00 0.01 -0.01
H -3.404540 -3.024837 5.633829 -0.01 0.02 -0.01
H -4.392058 -4.006804 4.569159 0.00 0.00 0.01
H -2.260275 -1.972826 3.836716 0.01 0.00 0.01
H -3.871621 -2.177347 3.202203 0.01 0.00 0.00
H -3.619830 -1.626380 -0.604512 -0.04 0.04 -0.01
H -2.864426 0.219349 0.759130 -0.02 0.21 -0.01
H -3.740744 -0.328253 2.147999 -0.03 0.01 -0.01
H -4.768782 0.780837 -0.485019 -0.01 0.03 -0.02
H -5.108602 1.368944 1.112151 0.02 0.01 0.02
H -6.546322 -0.694173 -0.445877 0.00 -0.01 0.00
H -7.106564 0.204532 0.946145 -0.01 0.00 -0.01
H -7.024600 -2.216383 1.466791 -0.01 0.00 0.00
H -5.836692 -1.369606 2.439010 -0.01 0.00 0.00
H -5.380385 -2.976387 -0.106163 0.00 -0.01 0.01
H -4.799633 -3.364907 1.492674 -0.01 -0.01 0.03
H -1.769001 -2.853019 -1.306154 0.02 0.00 0.01
H -3.069724 -4.688377 -1.744792 0.03 -0.01 -0.01
H -3.668005 -4.537031 -0.117554 -0.02 0.02 0.01
H -2.934715 -6.842489 -0.476624 -0.01 0.01 0.02
H -1.879101 -6.079040 0.691533 0.02 0.01 0.02
H -1.300070 -6.862913 -2.170006 0.02 -0.01 -0.01
H -0.326728 -7.121025 -0.736297 0.00 0.00 0.00
H -0.474915 -4.685025 -2.522785 -0.01 0.01 0.00
H 0.915581 -5.370740 -1.744900 0.02 -0.01 0.01
H 0.411276 -3.251719 -0.689156 0.02 0.03 -0.01
H 0.028710 -4.520943 0.467772 0.02 -0.01 0.06
O -0.938428 6.128705 -5.495869 -0.03 0.01 -0.22
N -0.099009 5.610292 -4.776182 -0.21 -0.16 0.75
O 1.096067 5.817748 -4.871100 0.09 -0.02 -0.17
C -0.561849 4.742720 -3.683513 0.38 0.34 -0.51
C -1.905250 4.611192 -3.477817 -0.08 -0.07 -0.05
C -2.340881 3.793828 -2.443491 -0.81 0.12 -0.28
C -1.469825 3.070159 -1.580191 0.22 -0.02 0.37
O -1.861853 2.251565 -0.706222 -0.13 0.11 0.01
C -0.053289 3.402100 -1.780751 0.19 -0.19 0.79
C 0.381735 4.156630 -2.833810 0.05 0.05 -0.21
N 0.935995 2.991157 -0.834081 -1.01 0.13 0.06
O 2.146139 3.064020 -1.116505 0.42 0.10 -0.22
O 0.567785 2.697089 0.413997 0.40 0.70 -0.24
N -3.807745 3.719246 -2.302688 0.99 0.05 0.18
O -4.303118 2.817958 -1.659130 -0.19 -0.17 0.05
O -4.464786 4.609269 -2.826378 -0.28 0.11 -0.14
H -2.618598 5.114252 -4.111523 0.05 -0.04 0.03
H 1.441847 4.306597 -2.971615 -0.05 0.03 0.00
```
Positions in Å, forces in eV/Å.

Properties
- orbital gap (spin up / spin down) (eV) = 5.08 / 4.77
- total energy (eV) = -350362.1679
- HOMO (spin up / spin down) (eV) = -1.690 / -1.374
- net charge = -2
- energy above the lowest of the compared OMol25 structures with the same formula, charge and spin (kcal per mole) = 35.8

=====

ORCA calculation (wB97M-V/def2-TZVPD) on C3H8INOYb as an isolated structure in a non-equilibrium geometry.

Structure (XYZ):
```
15
Properties=species:S:1:pos:R:3:forces:R:3
N -1.442895 -1.209451 -0.940452 0.78 -1.38 0.93
C -0.588277 -1.110948 0.337715 -0.08 3.28 1.07
C -0.472744 0.527021 0.642183 -0.55 0.50 0.16
O 0.354938 1.127927 -0.415664 -0.17 -0.68 2.62
C 1.445095 1.954426 0.125821 0.68 1.13 0.40
I 3.032388 1.927826 -1.442978 -1.04 -0.05 1.06
H -2.320411 -1.736722 -0.738132 0.43 0.67 -0.65
H -0.884796 -1.664859 -1.702738 -2.62 3.13 -0.98
H 0.529240 -1.461525 0.107921 -1.41 2.56 1.69
H -1.076774 -1.705315 1.227481 1.03 0.99 -1.43
H -0.063614 0.748843 1.738477 -0.89 -0.64 -2.41
H -1.582288 0.933972 0.501627 2.37 -0.93 0.54
H 1.943516 1.530723 1.104852 -1.20 0.71 -1.99
H 1.130680 3.096399 0.268159 0.53 -2.71 -0.36
Yb -0.004057 -2.958318 -0.814272 2.15 -6.57 -0.64
```
Positions in Å, forces in eV/Å.

Properties
- orbital gap (eV) = 4.53
- total energy (eV) = -46385.4871
- HOMO (eV) = -14.903
- net charge = +2
- energy above the lowest of the compared OMol25 structures with the same formula, charge and spin (kcal per mole) = 63.3

=====

ORCA calculation (wB97M-V/def2-TZVPD) on a 4-piece molecular cluster, C3H16NO3S overall in a non-equilibrium geometry.

Structure (XYZ):
```
24
Properties=species:S:1:pos:R:3:forces:R:3
C 0.850707 -0.168554 1.147560 0.33 -0.23 -0.61
C 1.959449 0.798447 0.777216 -0.16 0.25 0.42
C 2.855419 0.329503 -0.372603 -0.05 0.50 0.35
S 2.310124 0.865792 -2.021743 0.04 -0.25 -0.15
N 0.023064 -0.510189 -0.056739 0.83 -0.61 -0.17
H 1.296354 -1.117639 1.406579 0.13 -0.31 0.38
H 0.177964 0.134925 1.933311 -0.09 0.36 0.16
H 2.589419 0.937196 1.658798 -0.13 -0.10 0.09
H 1.541243 1.781402 0.561318 0.02 0.06 -0.11
H 3.017545 -0.743756 -0.352982 -0.12 -0.26 -0.16
H 3.829294 0.759074 -0.199795 0.35 0.05 -0.13
H 3.003518 2.009085 -2.030629 -0.12 0.07 -0.02
H -0.525123 0.267191 -0.422256 -0.35 -0.11 0.30
H 0.675166 -0.795538 -0.790394 -0.24 0.08 -0.15
H -0.557359 -1.329784 0.175386 -0.58 0.65 -0.14
H -2.396245 0.302796 -2.292904 -0.03 0.00 0.36
H -2.813386 -0.974729 -2.873256 0.01 -0.34 0.57
O -2.557334 -0.609004 -2.006143 0.12 0.40 -0.96
H -2.718807 -2.397048 0.793801 -0.06 0.10 -0.21
H -2.422817 -1.542742 2.002914 0.14 0.05 -0.09
O -2.273608 -1.577315 1.046281 -0.17 -0.41 0.47
H -2.550844 1.725933 0.057206 -0.29 0.13 0.10
H -2.934378 0.532221 0.945887 0.03 0.08 -0.21
O -2.379368 1.322735 0.913187 0.39 -0.15 -0.10
```
Positions in Å, forces in eV/Å.

Properties
- orbital gap (eV) = 9.80
- total energy (eV) = -21832.5670
- HOMO (eV) = -12.783
- net charge = +1
- energy above the lowest of the compared OMol25 structures with the same formula, charge and spin (kcal per mole) = 11.9

=====

total energy of number 2 (C3H8INOYb)?
-46385.4871 eV